Entry from OMol25: 8 unconnected molecules or ions with the total composition C39H90Cl4OS (wB97M-V/def2-TZVPD).

The geometry in XYZ format:
```
135
Properties=species:S:1:pos:R:3:forces:R:3
Cl -0.045 0.673 2.206 -0.047 0.116 -0.786
Cl -1.845 2.125 0.403 0.131 0.167 0.257
Cl -0.004 0.320 -0.702 0.740 0.198 0.181
Cl 0.919 2.857 0.657 0.133 -0.064 -0.638
S -0.624 -3.390 3.324 0.540 0.455 0.301
O -0.074 -2.385 4.337 -0.424 -1.133 -1.937
C -4.202 -0.678 8.506 -0.658 -1.065 -0.260
C 3.800 1.970 3.069 1.578 0.184 0.653
C 0.614 -3.821 1.931 -0.969 0.808 1.166
C 7.580 3.232 2.971 -0.321 0.063 -0.451
C -6.154 -0.973 9.985 -0.241 -1.172 0.172
C 3.883 1.138 -1.765 0.240 0.791 -0.611
C -0.880 1.245 -5.547 0.804 0.090 1.606
C -7.611 -0.214 -0.748 -0.072 -0.780 -0.030
C 9.143 4.822 4.200 0.235 -0.527 -0.643
C -1.862 3.524 -6.186 -0.999 0.320 -0.202
C -2.191 -0.032 -3.785 -0.049 0.962 0.171
C 3.798 3.958 -5.962 -0.780 -1.525 -0.930
C -0.647 2.731 -5.928 1.066 -1.220 -0.526
C 2.831 -6.817 -1.939 -0.350 -0.196 -0.677
C 3.932 2.571 -3.774 0.130 -0.044 -1.841
C -2.927 0.226 6.511 0.417 -0.753 -0.531
C -1.936 -2.567 2.311 1.299 0.628 -0.176
C 2.064 -2.054 -2.584 0.620 -0.959 -1.323
C -8.146 0.117 -2.177 0.896 -1.271 -0.082
C -4.283 -0.391 -0.282 0.395 -0.543 1.046
C -2.165 -0.229 5.231 0.418 -0.083 2.198
C -3.362 -1.050 7.281 -1.992 1.096 -0.256
C -6.523 -1.349 -0.609 -1.294 0.534 -0.352
C 3.715 1.147 -0.275 0.234 -0.740 0.410
C -5.188 -1.043 -1.262 -0.695 -0.011 -1.298
C 1.468 -4.531 -2.256 0.431 -1.570 -0.027
C 4.334 2.536 -2.328 -0.509 -1.677 -0.062
C 1.628 -6.081 -2.551 0.583 0.567 -1.039
C 2.328 -3.553 -3.050 -0.523 0.794 0.997
C 4.249 3.827 -4.526 -0.210 2.067 -0.042
C -8.788 -1.119 -2.922 -0.643 1.224 0.743
C 2.929 -8.376 -2.304 -0.750 1.300 1.289
C 7.670 4.374 3.917 1.782 1.072 1.614
C -0.182 1.504 0.597 -1.003 -0.295 1.106
C -2.381 3.331 -7.640 -0.597 -0.316 1.362
C -1.125 1.061 -3.983 -0.600 -1.021 -1.028
C 6.158 3.063 2.511 -0.821 -0.044 -1.684
C 5.097 2.728 3.523 -0.457 -0.429 0.619
C -5.363 -1.693 8.890 1.821 1.536 0.234
H -0.110 2.759 -6.876 0.877 0.027 0.275
H -1.711 4.595 -6.045 0.369 0.068 -0.039
H 5.309 4.062 -4.613 0.299 -0.249 0.640
H -5.988 -2.013 8.056 -0.050 0.473 -0.208
H 2.786 0.586 -0.170 -0.107 0.401 1.103
H 4.397 1.782 -4.366 0.423 -0.528 0.354
H -9.596 -1.537 -2.320 0.030 -0.078 0.323
H 2.384 -1.437 -3.423 -0.078 0.271 -0.015
H 3.035 2.615 2.637 0.232 -0.065 -0.201
H -1.331 -0.701 5.751 0.572 -0.188 -0.887
H -2.967 0.162 -4.526 -0.274 -0.318 0.159
H 6.204 2.237 1.802 -0.352 0.001 -0.432
H 2.129 -3.632 -4.119 0.196 -0.054 -0.027
H -2.608 0.134 -2.791 -0.202 -0.564 0.058
H -1.610 -1.601 1.926 0.367 0.266 0.552
H -2.693 -1.054 4.752 -0.104 0.387 -0.315
H 0.699 -6.611 -2.342 -0.035 0.067 0.356
H 3.657 2.189 0.039 -0.304 -0.327 0.449
H 0.868 -2.922 1.369 0.053 -0.102 -0.025
H 2.684 -1.722 -1.752 -0.266 -0.322 0.291
H 2.795 -6.559 -0.880 0.095 -0.866 0.391
H -6.966 -2.280 -0.963 -0.032 0.031 -0.597
H -8.786 0.999 -2.144 -0.585 -0.379 0.215
H 5.412 2.651 -2.216 0.191 -0.191 -0.115
H -3.802 0.822 6.253 -0.242 -0.099 0.212
H -0.281 0.741 -3.371 0.579 0.285 -0.593
H -4.143 -1.434 6.624 0.256 -0.782 -0.359
H -1.811 -1.047 -3.904 -0.007 0.030 0.029
H -0.018 0.641 -5.831 0.490 0.237 0.182
H 5.677 2.110 4.209 -0.588 -0.310 0.665
H -3.264 -0.157 -0.591 -0.188 0.047 -0.224
H 2.888 0.809 -2.065 -0.175 0.834 -1.012
H 1.797 -4.379 -1.228 -0.646 0.066 0.433
H -1.782 0.547 4.569 -0.351 -0.091 -0.028
H -5.548 -0.616 10.817 0.356 -0.111 -0.146
H -3.577 -0.544 9.389 -0.052 0.137 0.118
H 2.882 2.362 -3.978 -0.411 0.075 0.682
H 1.959 -8.874 -2.312 -0.372 0.354 0.083
H 5.829 3.966 1.995 0.177 0.067 -0.499
H 3.348 -8.629 -3.278 0.459 0.417 0.217
H -4.764 0.480 0.164 0.146 0.173 -0.060
H 7.165 5.263 3.538 -0.232 -0.124 -0.330
H -7.336 0.500 -2.798 0.373 -0.205 -0.051
H -2.772 2.331 -7.829 0.009 -0.142 0.157
H 9.710 4.851 3.270 -0.275 0.251 -0.501
H -9.318 -0.765 -3.806 0.326 -0.056 -0.292
H 1.478 -4.254 2.434 -0.082 0.104 -0.058
H 4.733 3.606 4.057 0.402 0.153 0.219
H 7.172 4.138 4.858 -0.020 -0.012 0.129
H -6.394 -1.610 0.442 0.161 0.461 0.296
H -2.453 3.237 -5.317 -1.362 0.096 -0.501
H -4.891 -2.615 9.228 -0.071 -0.050 0.400
H 7.924 2.258 3.318 0.245 0.118 0.611
H -2.764 -2.387 2.996 -0.184 -0.454 -0.450
H 3.361 -3.800 -2.807 0.197 0.089 -0.495
H 4.216 3.104 -6.495 0.925 0.333 -0.534
H 4.458 0.622 0.325 0.273 0.168 -0.170
H 3.933 3.369 -1.750 -0.495 -0.069 -0.037
H 4.108 1.162 2.406 -0.443 0.019 -0.090
H 3.742 -6.321 -2.274 0.140 -0.054 -0.199
H -2.641 -1.838 7.499 0.341 0.341 -0.279
H -1.550 3.461 -8.334 -0.125 0.403 -0.031
H -8.139 -1.957 -3.176 0.332 0.384 0.018
H 0.408 -4.334 -2.411 -0.017 0.377 0.352
H -2.308 0.839 7.166 0.248 0.166 -0.181
H 3.995 4.920 -6.434 0.457 -0.189 0.102
H 1.761 -6.194 -3.627 -0.234 0.093 -0.374
H -1.645 0.683 -6.084 -0.596 0.719 -0.118
H 2.771 3.717 -6.236 -0.703 0.402 0.900
H -1.494 1.952 -3.475 -0.031 0.362 -0.409
H -6.810 -1.733 10.408 -0.598 0.440 0.172
H -3.210 4.020 -7.801 0.192 0.090 -0.426
H 4.482 0.337 -2.199 0.563 0.067 0.304
H -8.442 -0.577 -0.143 -0.341 0.028 -0.050
H -4.795 -1.964 -1.694 0.405 -0.031 0.177
H -2.085 -3.080 1.361 -0.608 -0.755 0.494
H -4.235 -1.151 0.498 0.525 0.252 0.565
H -6.686 -0.098 9.612 -0.228 -0.240 -0.128
H 0.100 -4.570 1.329 0.054 0.081 -0.047
H 8.207 3.462 2.111 -0.023 -0.047 -0.246
H 9.300 5.808 4.638 -0.431 -0.099 0.271
H 9.761 4.096 4.729 -0.435 -0.144 0.605
H 3.800 4.657 -3.980 0.078 0.281 0.260
H 3.399 1.539 3.987 -0.271 -0.124 -0.147
H -5.347 -0.388 -2.118 -0.129 0.046 -0.204
H -0.108 3.195 -5.101 0.508 -0.096 -0.203
H -4.698 0.265 8.276 0.048 0.197 0.170
H 3.433 -8.842 -1.458 0.509 -0.235 -0.426
H 1.004 -1.850 -2.429 0.005 -0.118 0.211
H -7.319 0.704 -0.238 0.383 0.102 -0.136
```
Forces are in eV/Å.

## Properties
2S+1 = 1
total energy = -3853.940474 a.u.
energy above the lowest of the compared OMol25 structures with the same formula, charge and spin = 67.10 kcal per mole